1) {
  "formula": "C37H39F6N5O3PW",
  "method": "ωB97M-V/def2-TZVPD",
  "elements": ["W", "C", "C", "C", "C", "C", "C", "C", "C", "C", "H", "H", "H", "H", "H", "H", "H", "H", "H", "H", "H", "H", "N", "C", "C", "O", "O", "H", "H", "H", "H", "C", "C", "O", "C", "F", "F", "F", "C", "F", "F", "F", "H", "H", "H", "N", "P", "C", "C", "C", "C", "C", "C", "C", "C", "C", "C", "C", "C", "C", "C", "C", "C", "C", "C", "H", "H", "H", "H", "H", "H", "H", "H", "H", "H", "H", "H", "H", "H", "H", "N", "C", "C", "N", "C", "C", "N", "H", "H", "H", "H", "H"],
  "coordinates": [[-0.00019, 0.15293, -0.89111], [0.20194, 2.96359, 0.95331], [0.48361, 2.43499, -0.43244], [-0.07458, 3.10508, -1.56278], [0.55312, 3.17768, -2.76868], [-0.11860, 3.81126, -3.95594], [1.90617, 2.73400, -2.85962], [2.49487, 2.06969, -1.83878], [3.96591, 1.74743, -1.83915], [1.71238, 1.72235, -0.67720], [0.08821, 2.17210, 1.68499], [-0.69992, 3.57541, 0.96549], [1.03448, 3.59901, 1.26259], [-1.01072, 3.63605, -1.42975], [-0.65075, 3.05310, -4.54278], [0.60646, 4.28667, -4.61786], [-0.85032, 4.56005, -3.64769], [2.48120, 2.96839, -3.75288], [4.16462, 0.70703, -1.55319], [4.48784, 2.37714, -1.11459], [4.41436, 1.92996, -2.81681], [2.29902, 1.49839, 0.20234], [1.84277, -1.32073, -0.76501], [1.33357, -2.71874, -0.80825], [0.00502, -2.73327, -1.54236], [-0.30458, -3.59792, -2.32081], [-0.74113, -1.69320, -1.21770], [2.46213, -1.18390, -1.54912], [2.38508, -1.17650, 0.07734], [1.14732, -3.05823, 0.20950], [2.02913, -3.39942, -1.28877], [-3.54155, 2.22298, -2.34713], [-3.11608, 1.09163, -1.42806], [-1.74725, 0.88760, -1.54253], [-3.89471, -0.19434, -1.82329], [-3.69292, -0.43862, -3.14552], [-5.21127, -0.04821, -1.64581], [-3.50222, -1.27938, -1.16213], [-3.45534, 1.47944, 0.03771], [-4.74876, 1.76035, 0.20656], [-2.75489, 2.57823, 0.37442], [-3.12841, 0.50935, 0.91014], [-3.21373, 1.99469, -3.35952], [-3.06849, 3.14728, -2.02484], [-4.62356, 2.34804, -2.33574], [0.10235, -0.06991, 0.95887], [0.19656, -0.74904, 2.39030], [-0.02984, 0.44181, 3.71353], [0.94017, 0.72014, 4.67351], [0.68736, 1.67644, 5.64878], [-0.52130, 2.35682, 5.66108], [-1.49636, 2.07069, 4.71077], [-1.25557, 1.11319, 3.74170], [-1.02772, -2.01980, 2.69530], [-1.10583, -2.59246, 3.96653], [-2.04565, -3.57697, 4.21350], [-2.91405, -3.97995, 3.20220], [-2.84696, -3.39942, 1.94482], [-1.90202, -2.41381, 1.68479], [1.83618, -1.48293, 2.55240], [2.03229, -2.85069, 2.72852], [3.32306, -3.36883, 2.74184], [4.41505, -2.52777, 2.58107], [4.22642, -1.16019, 2.39837], [2.94183, -0.63886, 2.37733], [1.88227, 0.18845, 4.68130], [1.43604, 1.88641, 6.40182], [-0.70922, 3.10998, 6.41595], [-2.44458, 2.59366, 4.72704], [-2.01708, 0.88213, 3.00323], [-0.43840, -2.26426, 4.75631], [-2.11171, -4.02670, 5.19601], [-3.65175, -4.74660, 3.40367], [-3.53350, -3.70661, 1.16462], [-1.85003, -1.94704, 0.71200], [1.18234, -3.50979, 2.85792], [3.47334, -4.43306, 2.88127], [5.41855, -2.93689, 2.59851], [5.08156, -0.50356, 2.28126], [2.78568, 0.42537, 2.22862], [-1.54872, -1.71921, -5.57240], [-0.44721, -1.25564, -4.93443], [-0.58060, -0.55557, -3.72128], [0.45775, -0.11528, -3.03071], [1.66033, -0.33009, -3.59063], [1.77885, -0.96839, -4.80467], [0.74320, -1.44824, -5.48619], [-2.40652, -1.81201, -5.05702], [-1.39854, -2.36312, -6.33080], [-1.55817, -0.39379, -3.31971], [2.53063, 0.05052, -3.08289], [2.76024, -1.10858, -5.24049]],
  "lowdin_charge": [1.74, -0.04, -0.40, -0.05, -0.26, -0.03, -0.03, -0.32, -0.05, -0.20, 0.03, 0.08, 0.10, 0.11, 0.08, 0.08, 0.08, 0.13, 0.07, 0.09, 0.09, 0.10, -0.01, -0.09, -0.60, 0.12, -0.25, 0.07, 0.06, 0.11, 0.13, 0.04, -0.39, -0.28, -0.55, 0.13, 0.18, 0.17, -0.54, 0.18, 0.15, 0.14, 0.10, 0.09, 0.11, -0.31, 0.88, -0.30, -0.07, -0.06, -0.06, -0.05, -0.08, -0.30, -0.08, -0.06, -0.06, -0.05, -0.06, -0.30, -0.07, -0.05, -0.06, -0.06, -0.12, 0.10, 0.11, 0.11, 0.11, 0.10, 0.12, 0.11, 0.11, 0.12, 0.07, 0.11, 0.12, 0.11, 0.11, 0.11, 0.17, -0.34, -0.05, -0.04, -0.13, -0.08, 0.16, 0.10, 0.12, 0.09, 0.08, 0.12],
  "multiplicity": 1,
  "lumo_ev": -3.4,
  "charge": 1
}

---

2) {
  "formula": "C37H39F6N5O3PW",
  "method": "ωB97M-V/def2-TZVPD",
  "elements": ["W", "C", "C", "C", "C", "C", "C", "C", "C", "C", "H", "H", "H", "H", "H", "H", "H", "H", "H", "H", "H", "H", "N", "C", "C", "O", "O", "H", "H", "H", "H", "C", "C", "O", "C", "F", "F", "F", "C", "F", "F", "F", "H", "H", "H", "N", "P", "C", "C", "C", "C", "C", "C", "C", "C", "C", "C", "C", "C", "C", "C", "C", "C", "C", "C", "H", "H", "H", "H", "H", "H", "H", "H", "H", "H", "H", "H", "H", "H", "H", "N", "C", "C", "N", "C", "C", "N", "H", "H", "H", "H", "H"],
  "coordinates": [[-0.16639, -0.40348, -0.09052], [2.83377, 1.50151, 3.77978], [2.45999, 0.69177, 2.56911], [1.61282, -0.36648, 2.65366], [1.33628, -1.23010, 1.53942], [0.86838, -2.63477, 1.86030], [2.02914, -0.95394, 0.30693], [2.96868, 0.14636, 0.25375], [3.81521, 0.31449, -0.97649], [3.11966, 0.96078, 1.32798], [3.84273, 1.23924, 4.10591], [2.15081, 1.32125, 4.60648], [2.84477, 2.57057, 3.55672], [1.19168, -0.63171, 3.61664], [1.58655, -3.12047, 2.52653], [0.78631, -3.23483, 0.95751], [-0.10160, -2.62535, 2.35647], [2.27849, -1.80445, -0.31662], [4.56592, 1.08940, -0.82889], [3.21454, 0.58585, -1.84860], [4.32871, -0.62099, -1.21186], [3.83670, 1.77496, 1.28383], [-2.14729, 0.01555, -1.33697], [-3.25781, -0.81505, -0.82149], [-2.86876, -1.56621, 0.46233], [-3.66680, -2.30103, 0.98723], [-1.64759, -1.36538, 0.87096], [-2.43071, 0.98845, -1.41624], [-1.90082, -0.30018, -2.26882], [-3.55285, -1.55782, -1.56257], [-4.13060, -0.21051, -0.58439], [-0.47623, 3.26755, 2.25377], [-1.17972, 1.93925, 1.97697], [-0.45652, 1.12328, 1.14511], [-2.52136, 2.24347, 1.26185], [-2.25434, 2.59391, -0.02101], [-3.19861, 3.24806, 1.80576], [-3.31888, 1.16924, 1.20263], [-1.47609, 1.22675, 3.33367], [-2.60504, 1.69064, 3.88193], [-0.48803, 1.45822, 4.21442], [-1.58593, -0.08816, 3.18911], [-0.44291, 3.86292, 1.34154], [0.53404, 3.06909, 2.59990], [-1.00885, 3.83133, 3.01687], [-0.12590, -1.81511, -1.33626], [-0.16732, -3.22778, -2.05887], [-1.56333, -3.28691, -3.21020], [-2.61400, -4.19227, -3.10547], [-3.67626, -4.12131, -3.99771], [-3.69044, -3.15562, -4.99200], [-2.63559, -2.25730, -5.10932], [-1.57577, -2.32314, -4.22196], [1.29960, -3.46779, -3.07914], [1.44783, -4.60645, -3.86908], [2.57553, -4.74846, -4.66011], [3.54764, -3.75575, -4.67671], [3.39661, -2.61565, -3.90134], [2.27310, -2.47244, -3.10024], [-0.31921, -4.59646, -0.90193], [0.67410, -5.55895, -0.74101], [0.53988, -6.52227, 0.24764], [-0.56814, -6.51836, 1.08306], [-1.55550, -5.55295, 0.93251], [-1.43247, -4.59395, -0.05677], [-2.60369, -4.95432, -2.33851], [-4.49247, -4.82607, -3.91367], [-4.51934, -3.10554, -5.68528], [-2.63572, -1.52023, -5.90145], [-0.73937, -1.63843, -4.32399], [0.67970, -5.37115, -3.87625], [2.69343, -5.63525, -5.26826], [4.42423, -3.87359, -5.29973], [4.15046, -1.83926, -3.92105], [2.13973, -1.59972, -2.47497], [1.55540, -5.55696, -1.36822], [1.30832, -7.27373, 0.37023], [-0.65744, -7.26705, 1.85900], [-2.41661, -5.53381, 1.58676], [-2.19998, -3.83786, -0.15735], [1.77942, 4.51272, -1.40920], [1.42924, 3.27951, -1.84711], [1.03746, 2.27626, -0.94431], [0.62179, 1.07757, -1.35506], [0.63449, 0.87824, -2.70248], [1.05966, 1.86089, -3.56086], [1.46152, 3.06463, -3.16083], [1.94924, 4.69287, -0.43667], [2.17586, 5.13967, -2.08860], [1.08015, 2.43331, 0.11913], [0.31377, -0.08891, -3.05283], [1.09359, 1.67187, -4.62699]],
  "lowdin_charge": [1.73, -0.04, -0.26, -0.03, -0.37, -0.05, -0.19, -0.29, -0.03, -0.02, 0.09, 0.08, 0.08, 0.13, 0.10, 0.05, 0.08, 0.10, 0.09, 0.06, 0.09, 0.12, -0.02, -0.11, -0.64, 0.10, -0.23, 0.09, 0.06, 0.12, 0.13, 0.04, -0.38, -0.26, -0.55, 0.13, 0.19, 0.18, -0.55, 0.18, 0.15, 0.18, 0.10, 0.09, 0.11, -0.32, 0.89, -0.29, -0.06, -0.05, -0.06, -0.06, -0.10, -0.29, -0.08, -0.06, -0.06, -0.06, -0.08, -0.30, -0.07, -0.06, -0.05, -0.04, -0.09, 0.10, 0.11, 0.11, 0.11, 0.10, 0.12, 0.11, 0.11, 0.11, 0.06, 0.10, 0.11, 0.11, 0.12, 0.09, 0.16, -0.35, -0.05, -0.10, -0.14, -0.10, 0.15, 0.11, 0.11, 0.10, 0.06, 0.12],
  "multiplicity": 1,
  "lumo_ev": [-3.4, -3.4],
  "charge": 1
}

---

What is the stability order? It is 2), 1), from most stable to least stable.

---

1) {
  "formula": "C5H8N3O2",
  "method": "ωB97M-V/def2-TZVPD",
  "elements": ["C", "C", "C", "C", "C", "N", "N", "N", "O", "O", "H", "H", "H", "H", "H", "H", "H", "H"],
  "coordinates": [[1.01786, 1.43492, -0.02540], [2.20279, 1.11918, 0.50955], [1.37302, -0.65036, -0.23545], [-1.81039, 0.44415, 0.14285], [1.26868, -1.99099, -0.54565], [0.44217, 0.28322, -0.59984], [-2.42525, 1.40258, -0.50939], [-2.56200, -0.47560, 0.67438], [2.44129, -0.15421, 0.43634], [2.18062, -2.88278, -0.50714], [0.73288, 2.51564, -0.18245], [2.89658, 1.86860, 1.05296], [0.38002, -2.31810, -1.11034], [-1.81440, 2.19232, -0.84779], [-3.48465, 1.51360, -0.35675], [-2.21623, -1.14764, 1.43181], [-3.60803, -0.54339, 0.52448], [2.98505, -2.61116, 0.14781]],
  "lowdin_charge": [-0.11, -0.11, -0.31, -0.25, -0.06, 0.15, 0.09, 0.07, 0.11, 0.13, 0.15, 0.18, 0.17, 0.13, 0.15, 0.15, 0.14, 0.24],
  "multiplicity": 1,
  "lumo_ev": [-4.9, -5.5],
  "charge": 1
}

---

2) {
  "formula": "C5H8N3O2",
  "method": "ωB97M-V/def2-TZVPD",
  "elements": ["C", "C", "C", "C", "C", "N", "N", "N", "O", "O", "H", "H", "H", "H", "H", "H", "H", "H"],
  "coordinates": [[2.59816, 0.33926, 0.25691], [1.84506, -0.35792, 1.21447], [1.83271, 1.08679, -0.67367], [-1.50442, 0.36173, 0.35936], [-0.04402, 0.36595, 0.25047], [0.51885, 1.22333, -0.59466], [-2.21476, -0.37977, 1.18914], [0.52159, -0.40542, 1.16378], [-2.07456, 1.21553, -0.48253], [-1.17987, -1.64080, -1.36650], [3.72332, 0.31030, 0.18064], [2.44236, -0.73218, 1.96270], [2.24811, 1.66402, -1.36607], [-1.86496, -1.19415, -1.97373], [-3.20040, -0.55443, 1.09676], [-1.49219, -0.87385, 1.71646], [-1.45143, 1.81013, -0.91659], [-0.70353, -2.23852, -2.01693]],
  "lowdin_charge": [0.05, -0.06, -0.05, -0.28, -0.31, 0.16, 0.29, 0.16, 0.17, -0.09, 0.15, 0.10, 0.08, 0.10, 0.16, 0.14, 0.13, 0.09],
  "multiplicity": 1,
  "lumo_ev": -4.9,
  "charge": 1
}

---

What is the stability order? It is 2), 1), from most stable to least stable.

---

1) {
  "formula": "C5H9N3O",
  "method": "ωB97M-V/def2-TZVPD",
  "elements": ["H", "N", "N", "C", "C", "C", "N", "O", "C", "C", "H", "H", "H", "H", "H", "H", "H", "H"],
  "coordinates": [[-2.29817, -0.87073, -2.22500], [-1.95492, -0.54111, -1.31375], [-1.01279, 0.27733, -1.48932], [-0.43672, 0.83847, -0.34857], [0.09679, 2.06479, -0.43060], [-0.26453, -0.09186, 0.82465], [0.41089, 0.52176, 1.89794], [-1.46093, -0.65971, 1.20994], [0.73489, -1.29007, 0.06806], [1.73251, -1.06327, -0.75875], [0.00090, 2.63763, -1.33981], [0.62362, 2.50158, 0.39612], [1.15409, -0.04436, 2.28618], [-0.22070, 0.79838, 2.63113], [-1.96077, -0.88854, 0.35260], [0.56116, -2.26016, 0.52787], [1.86328, -0.09719, -1.23465], [2.43139, -1.83294, -1.05403]],
  "lowdin_charge": [0.09, 0.09, 0.03, -0.34, 0.11, -0.57, 0.11, -0.03, -0.06, -0.01, 0.07, 0.06, 0.09, 0.09, 0.07, 0.09, 0.06, 0.05],
  "multiplicity": 1,
  "lumo_ev": -0.2,
  "smiles": "[H]/N=N/C(=C)[C@@](N)(O)C=C"
}

---

2) {
  "formula": "C5H9N3O",
  "method": "ωB97M-V/def2-TZVPD",
  "elements": ["C", "N", "C", "O", "N", "N", "C", "C", "C", "H", "H", "H", "H", "H", "H", "H", "H", "H"],
  "coordinates": [[1.32298, -2.41667, -1.42238], [0.91708, -1.48796, -0.67092], [0.94928, -0.12750, -1.07355], [1.73839, 0.29999, -1.90897], [0.09289, 0.63098, -0.35860], [0.12266, 2.00574, -0.65250], [-0.81043, 0.16381, 0.96399], [-0.90285, -1.10925, 1.20263], [-1.19786, 1.38901, 1.69880], [1.55610, -2.24747, -2.47248], [1.43319, -3.41006, -1.00592], [-0.70502, 2.25736, -1.18874], [0.94750, 2.19803, -1.22097], [-0.27126, -1.73608, 0.34533], [-1.30165, -1.51793, 2.11457], [-1.95480, 1.94408, 1.14435], [-0.34419, 2.05354, 1.83117], [-1.59200, 1.11038, 2.67416]],
  "lowdin_charge": [0.04, 0.01, -0.54, 0.04, -0.04, 0.06, -0.25, 0.03, -0.08, 0.09, 0.08, 0.10, 0.09, 0.08, 0.06, 0.08, 0.08, 0.08],
  "multiplicity": 1,
  "lumo_ev": 0.3,
  "smiles": "C=NC(=O)N(N)C(=C)C"
}

---

3) {
  "formula": "C5H9N3O",
  "method": "ωB97M-V/def2-TZVPD",
  "elements": ["C", "N", "C", "C", "N", "C", "N", "O", "C", "H", "H", "H", "H", "H", "H", "H", "H", "H"],
  "coordinates": [[-1.30279, 1.66944, 0.12679], [0.06804, 1.31717, 0.20160], [0.19378, 0.20611, 1.02499], [1.31356, -0.80743, 0.86587], [2.11464, -0.72830, -0.35814], [1.28159, -1.09527, -1.25740], [0.05265, -1.46963, -0.87674], [-0.97861, -1.17590, -1.74330], [-0.07229, -1.24179, 0.51225], [-1.42830, 2.58088, -0.53130], [-1.82153, 1.90384, 1.05740], [-1.76849, 0.82730, -0.37689], [0.80895, 1.97652, 0.44322], [0.01397, 0.29357, 2.07153], [1.91226, -0.97044, 1.84174], [1.46251, -1.14105, -2.29961], [-1.14844, -0.22635, -1.73877], [-0.70150, -1.91867, 1.03675]],
  "lowdin_charge": [-0.13, -0.08, -0.28, -0.21, 0.11, -0.19, -0.13, 0.02, -0.13, 0.10, 0.08, 0.06, 0.14, 0.13, 0.16, 0.13, 0.08, 0.13],
  "multiplicity": 1,
  "lumo_ev": 0.9,
  "smiles": "CN[C@@H]1[C@@H]2N=CN(O)[C@@H]21"
}

---

What is the stability order? It is 2), 1), 3), from most stable to least stable.